1.
Molecular formula: C42H64N6O3STi
Method: DFT, ωB97M-V/def2-TZVPD

```
117
Properties=species:S:1:pos:R:3:forces:R:3:lowdin_charge:R:1
Ti 0.378 -0.408 -1.615 0.0 -0.4 -0.3 0.92
C -3.699 1.598 -1.545 -0.1 0.0 -0.1 -0.15
N -2.611 1.877 -0.644 0.1 -0.1 -0.1 -0.29
C -2.457 3.295 -0.415 0.0 0.1 0.0 -0.10
C -2.737 1.100 0.568 0.0 0.0 0.1 -0.19
C -1.481 1.062 1.418 0.1 -0.1 0.0 -0.16
N -0.324 0.219 0.997 -0.1 -0.1 0.4 -0.11
C -0.549 -1.184 1.474 -0.4 0.2 0.0 -0.15
C -1.776 -1.937 1.014 0.2 0.2 -0.1 -0.13
C -2.615 -2.520 1.937 -0.1 0.0 0.0 0.00
C -3.710 -3.300 1.544 0.1 0.1 0.0 -0.18
C -3.889 -3.472 0.179 -0.1 0.0 0.1 0.00
C -3.069 -2.906 -0.801 0.0 0.0 -0.1 -0.08
C -1.996 -2.098 -0.378 -0.2 0.1 0.3 -0.29
O -1.233 -1.448 -1.206 0.5 0.2 0.0 -0.21
C -3.401 -3.208 -2.274 0.0 0.0 0.0 -0.52
C -2.454 -2.567 -3.299 0.0 -0.1 0.0 -0.05
C -4.825 -2.721 -2.586 0.0 0.0 0.0 -0.05
C -3.339 -4.729 -2.498 0.0 0.0 0.0 -0.06
C -4.635 -3.901 2.601 0.0 0.0 0.0 -0.57
C -5.253 -2.778 3.444 0.0 0.0 0.0 -0.06
C -3.834 -4.833 3.522 0.0 0.0 0.0 -0.06
C -5.776 -4.713 1.986 0.0 0.0 0.0 -0.08
C 0.828 0.669 1.867 0.0 -0.2 0.0 -0.13
C 1.797 1.781 1.524 0.0 0.0 0.1 -0.12
C 3.137 1.426 1.546 0.0 -0.1 0.0 -0.04
C 4.183 2.328 1.402 0.1 0.1 0.0 -0.21
C 3.816 3.654 1.165 0.0 -0.1 -0.1 -0.01
C 2.500 4.082 1.134 -0.1 0.0 0.0 -0.09
C 1.422 3.160 1.415 0.1 0.1 0.1 -0.33
O 0.224 3.567 1.593 -0.1 -0.1 -0.1 -0.12
C 2.152 5.550 0.858 0.0 -0.1 0.1 -0.54
C 1.514 6.181 2.106 0.0 0.1 0.0 -0.06
C 3.380 6.387 0.488 0.0 0.0 0.0 -0.09
C 1.177 5.640 -0.324 0.0 0.0 0.0 -0.05
C 5.637 1.893 1.608 0.0 0.0 0.0 -0.56
C 6.627 2.972 1.161 0.0 0.0 0.0 -0.08
C 5.870 1.625 3.104 0.0 0.0 0.0 -0.06
C 5.975 0.615 0.832 0.0 0.0 0.0 -0.06
H -4.683 1.895 -1.123 0.0 0.0 0.0 0.08
H -3.725 0.530 -1.769 0.0 0.0 0.0 0.07
H -3.546 2.127 -2.487 0.0 0.0 0.0 0.06
H -3.358 3.733 0.066 0.0 0.0 0.0 0.08
H -2.306 3.795 -1.376 0.0 0.0 0.0 0.08
H -1.588 3.498 0.209 0.0 0.0 0.0 0.06
H -3.082 0.108 0.290 0.1 -0.1 0.0 0.10
H -3.532 1.522 1.225 0.0 0.0 -0.1 0.12
H -1.769 0.737 2.435 0.0 0.0 0.0 0.12
H -1.093 2.073 1.522 0.1 0.1 0.0 0.08
H -0.572 -1.177 2.577 0.0 0.1 0.0 0.12
H 0.322 -1.772 1.203 0.2 -0.1 -0.2 0.10
H -2.413 -2.347 2.991 0.0 0.0 0.0 0.11
H -4.722 -4.074 -0.158 0.0 0.0 0.0 0.09
H -2.470 -1.478 -3.264 0.0 0.0 0.0 0.08
H -2.774 -2.883 -4.299 0.0 0.0 0.0 0.08
H -1.420 -2.876 -3.156 0.0 0.0 0.0 0.08
H -4.898 -1.640 -2.446 0.0 0.0 0.0 0.08
H -5.571 -3.195 -1.942 0.0 0.0 0.0 0.07
H -5.079 -2.948 -3.626 0.0 0.0 0.0 0.08
H -2.330 -5.095 -2.291 0.0 0.0 0.0 0.09
H -3.582 -4.963 -3.540 0.0 0.0 0.0 0.08
H -4.036 -5.275 -1.858 0.0 0.0 0.0 0.07
H -4.482 -2.178 3.931 0.0 0.0 0.0 0.07
H -5.906 -3.190 4.221 0.0 0.0 0.0 0.07
H -5.843 -2.109 2.812 0.0 0.0 0.0 0.09
H -3.018 -4.300 4.013 0.0 0.0 0.0 0.07
H -3.397 -5.652 2.945 0.0 0.0 0.0 0.09
H -4.481 -5.257 4.297 0.0 0.0 0.0 0.07
H -6.406 -4.093 1.344 0.0 0.0 0.0 0.08
H -6.405 -5.123 2.782 0.0 0.0 0.0 0.08
H -5.396 -5.547 1.392 0.0 0.0 0.0 0.08
H 1.452 -0.220 1.993 0.0 0.1 0.0 0.09
H 0.378 0.869 2.856 0.1 0.1 0.0 0.13
H 3.367 0.370 1.681 0.0 0.0 0.0 0.10
H 4.596 4.382 0.990 0.0 0.0 0.0 0.07
H 2.233 6.182 2.931 0.0 0.0 0.0 0.08
H 0.638 5.603 2.397 0.0 0.0 0.0 0.07
H 1.211 7.218 1.909 0.1 0.0 0.0 0.07
H 4.102 6.452 1.308 0.0 0.0 0.0 0.07
H 3.058 7.407 0.253 0.0 0.0 0.0 0.07
H 3.890 5.978 -0.389 0.0 0.0 0.0 0.08
H 0.271 5.073 -0.120 0.0 0.0 0.0 0.06
H 1.640 5.234 -1.228 0.0 0.0 0.0 0.09
H 0.916 6.689 -0.509 0.0 0.0 0.0 0.07
H 6.524 3.886 1.750 0.0 0.0 0.0 0.07
H 6.478 3.227 0.109 0.0 0.0 0.0 0.09
H 7.653 2.609 1.285 0.0 0.0 0.0 0.07
H 5.667 2.528 3.685 0.0 0.0 0.0 0.08
H 6.904 1.310 3.294 0.0 0.0 0.0 0.07
H 5.198 0.842 3.460 0.0 0.0 0.0 0.08
H 5.863 0.773 -0.242 0.0 0.0 0.0 0.08
H 5.328 -0.219 1.110 0.0 0.0 0.0 0.07
H 7.010 0.314 1.030 0.0 0.0 0.0 0.07
N -0.613 1.287 -5.769 0.1 0.1 0.0 0.01
C -0.218 0.637 -4.581 0.1 -0.2 0.1 -0.89
S -0.664 1.349 -3.069 0.0 0.1 0.1 0.67
N 0.419 -0.468 -4.678 -0.1 0.1 -0.1 -0.03
N 0.711 -1.050 -3.448 0.2 -0.2 -0.2 -0.22
C 1.349 -2.275 -3.633 0.0 0.0 0.2 -0.15
C 1.839 -2.857 -2.514 -0.1 0.0 -0.1 -0.31
C 2.585 -4.088 -2.407 0.0 0.0 0.0 -0.07
C 3.212 -4.400 -1.252 0.0 0.0 0.0 -0.14
C 3.154 -3.487 -0.142 0.0 0.0 0.0 -0.12
C 2.360 -2.386 -0.265 0.1 0.1 0.0 -0.18
N 1.613 -2.102 -1.354 -0.1 0.2 0.0 -0.04
H -0.594 2.291 -5.656 0.0 0.0 0.0 0.04
H -0.016 0.995 -6.533 -0.1 0.0 0.0 0.06
H 1.463 -2.656 -4.638 -0.1 0.0 0.0 0.09
H 2.652 -4.729 -3.279 0.0 0.0 0.0 0.09
H 3.780 -5.322 -1.170 0.0 0.0 0.0 0.08
H 3.711 -3.661 0.769 0.0 0.0 0.0 0.07
H 2.305 -1.652 0.537 0.0 -0.1 0.0 0.09
C 3.081 0.659 -1.681 0.0 0.0 -0.1 -0.17
O 1.822 0.552 -1.088 -0.2 0.1 0.2 -0.39
H 2.995 0.926 -2.743 0.0 0.0 0.0 0.08
H 3.662 1.429 -1.167 0.0 0.0 0.0 0.06
H 3.618 -0.298 -1.618 0.0 0.0 0.0 0.08
```
Forces are in eV/Å.

Properties
* frontier orbital gap: 4.48 eV
* charge: -2
* energy: -3440.86852 Ha
* lowest unoccupied orbital energy: 3.94 eV
* relative energy (zero: lowest compared OMol25 entry of this formula, charge and spin): 15.9 kcal/mol

=====

2.
Molecular formula: C5H8FeO4
Method: DFT, ωB97M-V/def2-TZVPD

```
18
Properties=species:S:1:pos:R:3:forces:R:3:lowdin_charge:R:1
O -1.192 -1.624 -0.031 1.4 1.1 -0.5 -0.30
C 1.899 -2.016 0.014 1.1 -0.9 0.6 -0.22
O 2.741 -2.760 0.420 -1.6 1.5 -0.7 -0.07
C 0.920 2.092 -0.822 0.0 1.2 0.4 -0.32
O 1.268 0.847 -1.316 -1.0 -1.4 0.8 -0.30
C -0.561 2.144 -0.457 -0.1 0.7 -0.6 -0.18
O -0.826 1.002 0.349 0.5 -0.3 0.2 -0.25
C -2.168 0.532 0.374 -0.9 -0.1 -0.1 -0.18
C -2.111 -0.946 0.749 -0.8 0.3 0.8 -0.32
Fe 0.417 -0.580 -0.321 0.5 -0.8 -0.4 1.09
H 1.103 2.909 -1.550 0.0 -0.4 0.1 0.13
H 1.506 2.356 0.087 -0.1 -0.2 -0.3 0.13
H -1.173 2.080 -1.373 0.1 0.0 0.3 0.13
H -0.828 3.067 0.083 0.1 -0.3 -0.1 0.14
H -2.601 0.645 -0.635 0.2 0.0 0.2 0.13
H -2.771 1.122 1.084 0.2 -0.2 -0.2 0.14
H -3.140 -1.348 0.646 0.4 0.0 -0.1 0.13
H -1.862 -1.014 1.831 0.0 -0.1 -0.4 0.13
```
Forces are in eV/Å.

Properties
* frontier orbital gap (alpha / beta): 6.15 / 8.03 eV
* energy: -1759.83724 Ha
* spin multiplicity: 7
* lowest unoccupied orbital energy (alpha / beta): 0.57 / -2.26 eV
* expectation value of S²: 12.0155

=====

3.
Molecular formula: C2H6ClN2
Method: DFT, ωB97M-V/def2-TZVPD

```
11
Properties=species:S:1:pos:R:3:forces:R:3:lowdin_charge:R:1
C 0.762 0.229 0.402 -0.5 -4.1 -0.9 -0.18
C -1.195 -1.054 -0.422 -4.7 2.1 2.9 -0.63
N 1.578 1.232 0.317 -4.0 1.7 -2.9 0.21
N -0.315 0.096 -0.355 0.4 3.5 -2.0 -0.06
Cl -0.472 -2.520 0.127 -0.1 0.0 -0.4 0.69
H 1.014 -0.777 0.838 0.2 1.5 0.4 0.13
H -2.257 -0.561 0.677 2.6 -1.8 -3.0 0.22
H -1.905 -1.101 -1.331 1.9 0.0 1.3 0.11
H 2.276 1.453 0.929 2.2 0.4 1.9 0.10
H 1.084 2.002 -0.211 1.7 -0.5 0.9 0.17
H -0.570 1.000 -0.970 0.3 -3.0 1.7 0.23
```
Forces are in eV/Å.

Properties
* frontier orbital gap: 9.92 eV
* charge: +1
* energy: -649.16187 Ha
* lowest unoccupied orbital energy: -4.36 eV
* relative energy (zero: lowest compared OMol25 entry of this formula, charge and spin): 69.5 kcal/mol

=====

4.
Molecular formula: C2H5N5S
Method: DFT, ωB97M-V/def2-TZVPD

```
13
Properties=species:S:1:pos:R:3:forces:R:3:lowdin_charge:R:1
N 3.254 -0.001 -0.070 0.3 0.4 0.8 -0.04
N 2.176 -0.915 -0.037 0.2 -0.3 0.0 0.00
C 1.055 -0.341 0.025 0.1 0.2 0.1 -0.46
N -0.186 -0.983 0.015 -0.5 0.7 0.0 0.12
C -1.039 -0.016 -0.022 0.0 -0.5 0.0 -0.77
S -2.787 -0.187 -0.015 0.2 0.0 0.0 0.82
N -0.508 1.270 -0.109 -0.2 0.3 0.4 -0.01
N 0.885 1.075 0.086 -0.2 -0.5 0.3 0.04
H 3.224 0.623 0.766 0.0 -0.5 -0.7 0.08
H 4.102 -0.559 0.017 -0.3 0.2 -0.1 0.07
H -2.749 -1.493 0.296 0.1 0.1 0.0 -0.11
H -0.885 1.934 0.580 0.1 -0.4 -0.4 0.14
H 1.445 1.499 -0.637 0.1 0.4 -0.3 0.12
```
Forces are in eV/Å.

Properties
* SMILES: N/N=c1/nc(S)[nH][nH]1
* frontier orbital gap: 8.78 eV
* energy: -751.12308 Ha
* lowest unoccupied orbital energy: 0.67 eV
* relative energy (zero: lowest compared OMol25 entry of this formula, charge and spin): 11.7 kcal/mol

=====

5.
Molecular formula: C15H19N3O
Method: DFT, ωB97M-V/def2-TZVPD

```
38
Properties=species:S:1:pos:R:3:forces:R:3:lowdin_charge:R:1
O 1.256 1.783 -1.576 -0.1 0.1 -0.1 -0.01
C 1.621 1.431 -0.243 0.4 0.1 0.1 -0.48
C 0.572 0.515 0.318 -0.7 0.1 -0.4 -0.21
C -0.773 0.498 0.004 0.4 0.0 0.2 0.03
N -1.291 -0.472 0.787 0.5 0.8 -0.3 -0.14
C -2.647 -0.948 0.836 -0.4 -0.3 0.0 -0.09
C -2.977 -1.736 -0.409 -0.1 0.0 0.0 -0.22
C -3.999 -1.342 -1.259 0.1 0.0 0.1 -0.05
C -4.275 -2.071 -2.403 -0.1 0.0 -0.1 -0.08
C -3.525 -3.193 -2.709 -0.1 0.0 -0.1 -0.09
C -2.498 -3.587 -1.866 0.1 0.0 0.0 -0.08
C -2.226 -2.863 -0.720 0.0 0.0 0.0 -0.04
N -0.331 -1.018 1.521 -0.7 -0.9 0.7 0.04
N 0.777 -0.438 1.253 0.6 0.1 0.0 0.07
C 3.018 0.793 -0.234 -0.2 0.0 0.1 -0.12
C 3.590 0.644 1.172 0.2 0.1 0.0 -0.20
C 3.601 1.985 1.898 -0.1 -0.2 0.1 -0.20
C 2.186 2.551 1.956 0.1 0.2 -0.1 -0.19
C 1.641 2.749 0.548 -0.1 -0.2 -0.1 -0.12
H 1.332 0.999 -2.131 0.0 0.0 0.0 0.10
H -1.356 1.074 -0.682 -0.1 0.1 -0.2 0.13
H -2.719 -1.585 1.722 0.0 0.2 -0.1 0.13
H -3.326 -0.097 0.945 0.1 -0.1 0.0 0.13
H -4.586 -0.465 -1.025 -0.1 0.1 0.0 0.11
H -5.075 -1.759 -3.058 -0.1 0.0 -0.1 0.10
H -3.739 -3.760 -3.602 0.0 0.0 -0.1 0.10
H -1.910 -4.462 -2.102 0.0 -0.1 0.0 0.10
H -1.426 -3.165 -0.059 0.1 0.0 0.1 0.11
H 2.967 -0.187 -0.716 0.0 0.0 -0.1 0.12
H 3.669 1.435 -0.834 0.0 0.0 0.0 0.13
H 4.605 0.246 1.104 0.0 -0.1 0.0 0.11
H 2.976 -0.064 1.728 0.2 0.0 0.0 0.09
H 3.991 1.854 2.909 0.1 0.0 0.0 0.11
H 4.253 2.687 1.373 0.1 0.1 0.0 0.11
H 2.181 3.506 2.484 -0.1 0.0 0.0 0.11
H 1.546 1.855 2.502 0.0 0.0 0.1 0.11
H 0.629 3.157 0.573 0.0 0.0 -0.1 0.12
H 2.269 3.450 -0.005 0.0 0.1 0.0 0.13
```
Forces are in eV/Å.

Properties
* SMILES: OC1(c2cn(Cc3ccccc3)nn2)CCCCC1
* frontier orbital gap: 10.06 eV
* energy: -822.48260 Ha
* lowest unoccupied orbital energy: 0.72 eV
* relative energy (zero: lowest compared OMol25 entry of this formula, charge and spin): 50.0 kcal/mol

=====

6.
Molecular formula: C3H3N5
Method: DFT, ωB97M-V/def2-TZVPD

```
11
Properties=species:S:1:pos:R:3:forces:R:3:lowdin_charge:R:1
H -2.059 0.123 1.271 -0.6 0.9 0.3 0.04
N -1.783 -0.646 0.698 3.0 0.1 -3.6 0.19
C -0.971 -0.181 -0.241 -2.4 -4.4 3.8 -0.44
C -0.516 1.092 -0.490 -4.0 4.5 -3.7 -0.22
N 0.643 1.475 -0.361 5.6 -0.7 1.7 0.07
N 1.535 0.602 0.385 -1.9 0.0 0.5 0.07
C 1.409 -0.718 0.451 2.8 1.9 0.8 -0.23
N 0.953 -1.434 -0.628 -4.0 1.7 -1.5 0.09
N -0.176 -0.986 -1.146 1.6 -2.5 1.5 0.12
H -1.193 1.853 -1.140 1.3 -1.7 1.7 0.17
H 2.158 -1.180 1.200 -1.5 0.4 -1.5 0.14
```
Forces are in eV/Å.

Properties
* SMILES: [H]/N=c1\cnncnn1
* frontier orbital gap: 9.14 eV
* energy: -389.70378 Ha
* lowest unoccupied orbital energy: -1.23 eV
* relative energy (zero: lowest compared OMol25 entry of this formula, charge and spin): 103.5 kcal/mol